# 1
Density functional theory data (wB97M-V/def2-TZVPD) for a structure of composition C49H34Cl8N5O4S2Y at a distorted geometry.

```
103
Properties=species:S:1:pos:R:3:forces:R:3:mulliken_charge:R:1
Y -1.84474 0.83658 0.04058 0.589 -0.745 -0.290 1.28
C -0.61117 -2.85174 -3.15949 0.105 -0.004 0.033 -0.85
C -0.85151 -2.34158 -4.41979 0.069 -0.125 -0.081 -0.88
C -1.33974 -1.05778 -4.53761 -0.061 0.151 0.078 -0.81
C -1.57257 -0.30777 -3.38274 0.066 -0.150 -0.141 0.56
N -1.31085 -0.80172 -2.17229 0.046 0.616 0.081 0.80
C -0.83386 -2.04271 -2.05788 -0.822 -0.378 -0.537 -1.18
C -2.16147 1.06809 -3.49288 -0.304 0.332 -0.130 0.71
C -2.48604 1.59122 -4.74382 0.067 -0.063 0.076 -0.84
C -3.07145 2.83721 -4.82255 -0.025 0.043 -0.067 -1.18
C -3.34627 3.54049 -3.66848 -0.006 0.030 0.109 -0.86
C -3.00869 2.97640 -2.44104 -0.171 -0.084 -0.234 0.70
N -2.42414 1.77714 -2.38844 0.509 -0.236 0.706 0.30
C -3.34800 3.68765 -1.16027 0.077 0.129 0.095 0.68
C -3.95990 4.93680 -1.18404 0.025 0.001 0.051 -0.84
C -4.25876 5.56714 0.01080 -0.051 0.126 -0.125 -0.67
C -3.93882 4.95190 1.20235 0.146 -0.094 0.190 -1.17
C -3.32084 3.71242 1.15455 -0.647 0.411 -0.179 -0.50
N -3.04491 3.10856 0.00512 -0.301 -0.966 -0.370 0.54
H -0.24598 -3.85707 -3.01599 -0.035 -0.064 0.021 0.65
H -0.67552 -2.93871 -5.30546 0.011 -0.004 0.004 0.47
H -1.54438 -0.66457 -5.51958 0.020 -0.017 -0.004 0.34
H -0.69398 -2.42972 -1.05760 -0.086 0.109 -0.345 0.71
H -2.29000 1.03886 -5.64687 -0.028 0.047 -0.030 0.37
H -3.32769 3.25632 -5.78671 0.005 -0.001 0.000 0.43
H -3.82075 4.50562 -3.72920 -0.001 -0.006 -0.056 0.37
H -4.20743 5.42381 -2.11281 -0.004 0.028 0.018 0.36
H -4.73817 6.53736 0.00466 0.000 -0.002 -0.008 0.43
H -4.14503 5.42127 2.15396 -0.001 -0.023 0.009 0.46
H -3.04193 3.20974 2.07205 -0.110 -0.144 -0.111 0.86
Cl -8.56780 -2.50996 1.76315 0.000 -0.002 -0.010 -0.21
C -7.12891 -1.88954 1.04287 0.016 0.018 0.034 0.24
C -6.20568 -1.18297 1.80944 -0.021 -0.012 -0.023 0.02
Cl -6.48633 -0.91906 3.48908 -0.007 0.000 0.000 -0.21
C -5.05598 -0.69129 1.21773 0.010 0.056 0.091 0.95
Cl -3.85746 0.17518 2.12641 -0.030 -0.035 0.113 -0.16
C -4.75450 -0.86606 -0.14707 -0.033 0.019 -0.131 -1.07
O -3.68863 -0.39119 -0.67708 0.208 0.143 0.294 -0.37
C -5.71194 -1.58919 -0.89697 0.027 0.031 0.050 0.11
Cl -5.37073 -1.81828 -2.57295 -0.011 -0.010 -0.003 -0.20
C -6.86709 -2.08481 -0.31490 -0.053 -0.051 -0.075 0.25
Cl -8.00104 -2.95660 -1.28054 0.019 0.017 0.026 -0.20
O -0.70941 0.80066 1.65378 -1.464 1.781 -0.464 -0.88
Cl 3.27869 -4.05321 -5.76762 -0.001 0.005 0.000 -0.23
C 3.46860 -3.78959 -4.06195 -0.011 -0.011 -0.032 0.32
C 4.50609 -2.99465 -3.59992 -0.003 -0.012 0.007 -1.08
C 4.63306 -2.79710 -2.23824 0.012 0.009 0.025 -0.42
C 3.74814 -3.36540 -1.32382 -0.077 0.007 -0.033 -0.45
C 3.96044 -3.11155 0.14902 0.067 -0.089 -0.064 0.53
C 3.62761 -1.66915 0.54899 0.070 -0.090 0.016 -1.87
N 2.20796 -1.47841 0.69925 -0.452 0.203 0.067 1.01
C 1.45144 -1.62308 1.85864 0.538 0.004 -0.064 -0.65
C 0.18512 -1.29198 1.52940 0.120 -0.822 -0.308 -1.61
N 0.09605 -1.02279 0.16086 0.629 -0.024 1.671 1.06
C 1.32543 -1.13651 -0.26405 0.438 0.211 -0.590 -1.08
O 5.32563 -3.37950 0.44693 0.011 0.199 0.100 -0.36
C 5.50399 -4.32261 1.49245 -0.049 -0.077 -0.054 -0.70
C 4.89511 -5.65752 1.16187 0.080 -0.027 0.020 0.25
C 5.21885 -6.40454 0.06765 -0.059 0.026 0.010 0.61
Cl 6.39148 -6.02200 -1.12192 0.013 -0.009 -0.013 -0.19
S 4.29926 -7.84459 -0.05053 0.006 -0.005 -0.019 -0.17
C 3.45954 -7.47343 1.39218 -0.003 -0.002 0.011 -0.41
C 3.87038 -6.29232 1.92301 -0.003 0.009 0.001 -0.69
C 2.72523 -4.15574 -1.82821 -0.053 -0.021 0.025 1.36
Cl 1.57116 -4.90902 -0.76485 -0.020 0.033 -0.021 -0.15
C 2.57676 -4.38098 -3.19026 0.018 0.006 0.015 -0.95
H 5.20081 -2.55037 -4.29833 0.002 0.007 0.004 0.45
H 5.45354 -2.20087 -1.85828 0.005 0.000 -0.011 0.48
H 3.30649 -3.77477 0.71746 0.022 0.017 0.050 0.57
H 4.00803 -0.96458 -0.19212 0.023 -0.003 0.006 0.35
H 4.12183 -1.44465 1.49486 -0.070 -0.002 0.033 0.34
H 1.91571 -1.85623 2.80117 -0.036 -0.022 0.016 0.57
H -0.64534 -1.23322 2.19801 -0.182 -0.169 -0.042 0.66
H 1.65295 -0.96314 -1.28176 -0.031 -0.023 0.020 0.67
H 5.06604 -3.95777 2.42956 0.015 0.042 -0.012 0.33
H 6.58254 -4.39686 1.63028 0.001 -0.036 -0.012 0.32
H 2.69966 -8.14134 1.76297 -0.001 0.001 0.002 0.44
H 3.45631 -5.86595 2.82651 -0.001 -0.010 0.004 0.38
H 1.77916 -5.00947 -3.55848 0.018 -0.017 -0.001 0.55
O -0.59398 3.61041 0.53426 0.376 -0.580 -0.132 -0.66
S -0.56993 3.17114 1.97789 0.318 0.483 0.865 1.42
C -0.33734 4.77028 2.84109 0.133 -0.046 -0.163 0.19
C -0.80881 4.86021 4.14104 0.016 0.029 0.008 -0.10
C -0.67250 6.05190 4.84342 -0.011 -0.018 0.005 -0.86
C -0.07727 7.14681 4.23514 0.002 0.013 0.005 -0.36
C 0.37939 7.05483 2.92467 -0.009 0.005 -0.009 -0.81
C 0.24799 5.86607 2.22398 -0.028 -0.014 -0.009 -0.20
C 1.07468 2.58024 2.29145 0.624 -0.055 -0.275 0.22
C 1.42062 1.95020 3.47392 -0.148 0.051 0.156 -0.28
C 2.71241 1.48093 3.64953 -0.076 0.010 0.038 -0.87
C 3.65666 1.63096 2.64223 0.003 0.007 -0.064 -0.39
C 3.30186 2.26663 1.46009 0.062 -0.035 0.015 -0.78
C 2.01274 2.74778 1.28371 -0.038 0.012 0.089 -0.55
H -1.28134 3.99904 4.60279 0.002 0.002 0.004 0.43
H -1.03580 6.12577 5.86066 0.001 0.002 -0.001 0.40
H 0.02693 8.07662 4.77963 0.000 0.001 -0.001 0.40
H 0.83788 7.91461 2.45203 0.001 -0.003 -0.002 0.40
H 0.58466 5.77161 1.19872 -0.002 0.016 0.001 0.40
H 0.67618 1.80808 4.24751 -0.012 -0.038 -0.019 0.38
H 2.97710 0.98612 4.57571 0.011 0.001 0.001 0.42
H 4.66501 1.26130 2.78252 0.008 0.003 -0.004 0.48
H 4.03126 2.39439 0.66902 0.016 -0.002 0.015 0.45
H 1.71791 3.24083 0.36676 -0.028 -0.025 -0.015 0.44
```
Positions in Å, forces in eV/Å.

Summary:
Gap between HOMO and LUMO, eV: 6.19
F_max, hartree/bohr: 0.046
Multiplicity: 1


# 2
Density functional theory data (wB97M-V/def2-TZVPD) for a structure of composition C49H37BrN3OP2SV at a distorted geometry.

```
95
Properties=species:S:1:pos:R:3:forces:R:3:mulliken_charge:R:1
V -0.44760 -0.18340 1.00830 -1.842 -1.284 1.403 -1.03
Br 4.87800 -4.19110 -1.45500 -0.210 0.194 0.057 -0.12
C 3.65360 -2.81220 -1.05710 -0.051 -0.079 -0.051 -0.15
C 2.32130 -2.93250 -1.43920 0.291 0.058 -0.074 -0.73
C 1.42350 -1.93380 -1.11870 -0.119 0.562 0.023 -0.59
C 1.85780 -0.80650 -0.41670 1.271 -1.256 -0.634 -0.11
C 3.20640 -0.68060 -0.06570 -0.353 0.147 -0.007 -0.77
C 4.09850 -1.68170 -0.37590 -0.024 -0.193 -0.155 -0.48
N 0.96850 0.21480 -0.08440 2.374 2.213 -2.157 1.06
C 1.26300 1.44600 -0.38400 0.274 -0.746 -0.185 -0.73
C 0.31680 2.41780 0.03990 -0.662 1.365 0.304 0.40
C 0.38030 3.77860 -0.29110 0.253 -0.815 0.129 -1.22
C -0.65980 4.60350 0.07610 -0.441 -0.146 0.197 -1.02
C -1.74350 4.04310 0.75030 0.423 0.104 -0.139 -1.03
C -1.71150 2.70160 1.08610 -0.312 0.189 0.285 0.03
N -0.70430 1.89280 0.76080 0.525 0.736 -0.023 1.51
H 1.98430 -3.80470 -1.97590 0.008 -0.085 -0.027 0.50
H 0.38600 -2.00180 -1.43460 0.024 -0.099 0.034 0.45
H 3.53260 0.20230 0.47130 0.058 0.014 0.071 0.41
H 5.13410 -1.59140 -0.09060 0.126 -0.016 0.008 0.52
H 2.13360 1.71060 -0.97700 0.034 -0.134 0.076 0.72
H 1.24050 4.15560 -0.82300 0.048 0.013 -0.102 0.65
H -0.64790 5.65460 -0.16770 0.011 0.078 -0.036 0.57
H -2.60110 4.64190 1.01250 -0.062 0.020 0.092 0.55
H -2.54670 2.27450 1.62890 0.146 -0.024 -0.035 0.09
O -1.98270 0.10630 2.31080 -0.439 0.353 0.139 0.60
C -3.27770 -0.19040 1.89080 -1.578 -0.355 -0.711 0.36
C -4.28690 -0.60090 2.75530 0.423 -0.081 0.164 -0.79
C -5.56190 -0.84470 2.27140 0.135 0.038 -0.170 -0.95
C -5.84610 -0.70400 0.92260 -0.016 0.034 -0.066 -1.02
C -4.82610 -0.38820 0.04430 -0.012 0.097 0.207 0.00
C -3.53710 -0.13470 0.51130 0.394 0.162 0.263 -0.58
P -2.13360 -0.11150 -0.65150 -1.356 -0.196 -1.011 3.16
C -2.57300 -1.48830 -1.75320 0.246 -0.076 -0.026 1.05
C -2.49870 -1.36950 -3.13870 0.011 0.119 0.133 -0.54
C -2.85650 -2.43810 -3.94200 0.013 -0.100 -0.114 -0.77
C -3.28050 -3.62850 -3.37530 0.039 0.055 0.024 -0.77
C -3.34010 -3.75520 -1.99490 0.024 -0.038 0.007 -0.92
C -2.98370 -2.69470 -1.18440 0.038 0.079 0.083 -0.68
C -2.23090 1.34710 -1.72280 0.115 -0.035 0.117 0.35
C -1.16500 1.54090 -2.60590 -0.047 -0.012 0.107 -0.32
C -1.15520 2.63330 -3.45390 0.021 -0.010 -0.044 -0.99
C -2.20590 3.53870 -3.42470 -0.006 -0.012 0.035 -0.77
C -3.25870 3.35390 -2.54320 -0.067 0.080 -0.014 -0.79
C -3.27380 2.26560 -1.68520 0.054 -0.146 -0.061 -0.60
C -1.72360 0.46080 3.63340 0.654 0.260 1.848 -0.18
C -2.65200 1.08810 4.46320 -0.120 0.039 -0.505 -0.49
C -2.35310 1.30790 5.79890 0.149 -0.057 -0.086 -1.04
C -1.12810 0.92400 6.32520 -0.001 0.018 -0.048 -1.01
C -0.16410 0.40690 5.48210 -0.242 -0.002 -0.087 -0.21
C -0.44210 0.19140 4.13450 -0.368 -0.190 -0.466 -0.62
P 0.90980 -0.18360 2.97360 0.596 -0.062 1.454 3.54
C 1.69580 -1.71190 3.54570 -0.041 0.055 -0.166 0.23
C 2.92980 -2.08820 3.01090 -0.115 0.123 0.168 -0.07
C 3.47510 -3.31800 3.32950 0.063 0.032 0.051 -1.17
C 2.78900 -4.18910 4.16050 -0.017 0.070 0.004 -0.77
C 1.55920 -3.82240 4.68500 0.000 -0.059 0.029 -0.86
C 1.00540 -2.59210 4.37850 0.060 0.189 0.015 -0.56
C 2.03490 1.18770 3.39010 0.056 -0.074 -0.261 0.63
C 1.57660 2.48390 3.14860 0.002 -0.088 -0.079 -0.47
C 2.38350 3.57140 3.42180 -0.011 0.066 -0.038 -0.81
C 3.65250 3.37630 3.94740 0.006 -0.016 0.016 -0.75
C 4.10370 2.09380 4.21040 0.082 0.135 -0.001 -0.79
C 3.30200 0.99880 3.93520 -0.125 -0.110 -0.062 -0.82
H -4.07800 -0.77230 3.79910 -0.016 0.045 0.051 0.67
H -6.33230 -1.16130 2.95630 -0.056 -0.033 0.091 0.47
H -6.84480 -0.88340 0.55720 -0.079 -0.023 -0.056 0.51
H -5.00940 -0.35990 -1.02120 -0.029 -0.046 -0.050 0.61
H -2.18050 -0.44340 -3.59480 -0.055 -0.033 -0.063 0.43
H -2.80060 -2.33440 -5.01490 -0.024 -0.010 -0.089 0.47
H -3.56210 -4.45970 -4.00150 -0.030 -0.079 -0.098 0.44
H -3.65960 -4.68470 -1.55110 -0.053 -0.095 0.058 0.48
H -3.02670 -2.79370 -0.10720 -0.091 -0.084 -0.083 0.37
H -0.34890 0.82390 -2.62710 -0.008 0.032 -0.086 0.61
H -0.33420 2.77960 -4.13860 0.081 -0.004 -0.093 0.52
H -2.20410 4.38750 -4.09030 -0.005 0.084 -0.080 0.45
H -4.07410 4.06150 -2.52530 -0.077 0.048 0.001 0.48
H -4.09340 2.12940 -0.99290 -0.079 0.000 0.014 0.45
H -3.61080 1.40650 4.07740 -0.004 -0.051 0.036 0.70
H -3.09040 1.77340 6.43500 -0.074 0.047 0.005 0.48
H -0.91900 1.05990 7.37370 0.030 0.033 0.112 0.50
H 0.81580 0.14840 5.85610 0.122 0.073 0.048 0.60
H 3.45370 -1.42720 2.33430 0.024 -0.043 0.053 0.58
H 4.42950 -3.60440 2.91540 0.079 -0.037 -0.061 0.44
H 3.20710 -5.15740 4.39120 0.033 -0.052 0.027 0.44
H 1.02240 -4.50100 5.32960 -0.043 -0.067 0.066 0.45
H 0.04180 -2.31460 4.78780 0.006 -0.054 -0.019 0.38
H 0.57290 2.63970 2.77000 0.024 0.042 0.035 0.23
H 2.02500 4.57010 3.21980 -0.028 0.091 0.053 0.50
H 4.28480 4.22220 4.16520 0.065 0.106 0.006 0.44
H 5.08870 1.94950 4.62760 0.059 -0.050 0.067 0.49
H 3.65740 0.00450 4.16080 0.032 -0.024 0.009 0.54
S -0.94940 -2.37600 1.57980 -1.068 0.069 0.107 -0.27
C 0.41020 -3.25930 1.30630 0.790 -0.673 0.135 0.83
N 1.35070 -3.90250 1.14000 0.063 -0.308 -0.101 -0.56
```
Positions in Å, forces in eV/Å.

Summary:
Gap between HOMO and LUMO (alpha / beta), eV: 6.56 / 6.25
F_max, hartree/bohr: 0.076
Multiplicity: 3
Total charge: +2